(1)
DFT (the ωB97M-V functional and the def2-TZVPD basis) results for one molecule with the formula C6H4O.

Output
Molecular weight (g mol⁻¹): 92.10
E_tot (Ha): -306.05125
LUMO level (Eh): -0.04054
Relative energy (zero: lowest compared OMol25 entry of this formula, charge and spin) (kcal per mole): 100.6
Highest occupied orbital energy (eV): -10.5

Geometry (Å):
1 C 0.782 -1.620 -0.633
2 C 0.263 -0.208 -0.766
3 C 0.581 0.692 -1.656
4 C -0.851 0.195 0.175
5 O -1.748 -0.579 0.417
6 C -0.729 1.487 0.825
7 C -0.574 2.517 1.428
8 H 1.502 -1.861 -1.417
9 H -0.059 -2.316 -0.681
10 H 1.269 -1.737 0.340
11 H -0.435 3.430 1.967

Atomic forces in eV per Å
0.06 -0.14 -0.05
0.12 0.38 -0.33
0.00 -0.47 0.40
-0.36 -0.24 0.22
0.37 0.31 -0.04
0.00 0.43 0.26
-0.05 -0.36 -0.23
-0.12 0.06 0.08
0.09 0.12 -0.03
-0.07 0.04 -0.15
-0.04 -0.14 -0.12

(2)
DFT (the ωB97M-V functional and the def2-TZVPD basis) results for one molecule with the formula C4H8N2O at a distorted geometry.

Output
Molecular weight (g mol⁻¹): 100.12
E_tot (Ha): -341.85809
LUMO level (Eh): 0.02654
Relative energy (zero: lowest compared OMol25 entry of this formula, charge and spin) (kcal per mole): 91.3
Structure (SMILES): CN[C@H](C#N)CO
Highest occupied orbital energy (eV): -10.0

Geometry (Å):
1 C 1.081 0.231 1.741
2 N 0.316 0.728 0.603
3 C -0.184 -0.295 -0.256
4 C -1.228 0.061 -1.269
5 O -2.243 0.918 -0.801
6 C 0.730 -1.083 -1.168
7 N 1.654 -1.525 -1.706
8 H 1.911 -0.422 1.437
9 H 1.482 1.076 2.306
10 H 0.422 -0.337 2.410
11 H 0.841 1.418 0.080
12 H -0.607 -1.078 0.387
13 H -1.012 -1.182 -1.695
14 H -0.958 0.462 -2.234
15 H -2.206 1.029 0.166

Atomic forces in eV per Å
0.13 -0.06 0.12
0.28 0.04 -0.23
0.20 -0.24 -0.06
0.59 -1.36 -0.82
-0.37 -1.30 -0.08
2.35 0.26 0.84
-0.79 0.09 0.08
-0.04 0.08 0.10
-0.06 -0.13 -0.09
0.10 0.11 -0.16
-0.03 0.04 0.03
-0.11 0.22 0.04
-3.30 2.01 0.57
0.85 0.63 0.08
0.20 -0.39 -0.41

(3)
DFT (the ωB97M-V functional and the def2-TZVPD basis) results for C27H26FeN as an isolated structure at a distorted geometry.

Output
Molecular weight (g mol⁻¹): 420.36
E_tot (Ha): -2362.61028
Spin multiplicity: 5
LUMO level (spin up / spin down) (Eh): 0.07357 / 0.00667
⟨S²⟩: 6.037
Charge: -1
Highest occupied orbital energy (spin up / spin down) (eV): 0.7 / -5.3

Geometry (Å):
1 C 3.077 2.029 1.767
2 C 1.628 2.109 1.563
3 C 0.651 1.101 1.243
4 C -0.635 1.762 1.440
5 C -0.385 3.158 1.561
6 N 1.004 3.319 1.648
7 C -1.374 4.059 1.923
8 C -2.687 3.561 2.031
9 C -2.957 2.192 1.894
10 C -4.373 1.725 2.061
11 C -1.922 1.276 1.597
12 H 3.421 0.995 1.863
13 H 3.696 2.542 0.976
14 H 3.290 2.542 2.729
15 H 0.816 0.068 1.697
16 H 1.495 4.186 1.974
17 H -1.115 5.101 2.088
18 H -3.509 4.256 2.203
19 H -4.410 0.632 2.080
20 H -4.827 2.122 2.980
21 H -4.974 2.080 1.211
22 H -2.107 0.193 1.609
23 C 1.505 -4.537 0.547
24 C 2.256 -3.448 -0.059
25 C 2.036 -3.503 -1.499
26 C 1.152 -4.622 -1.772
27 C 0.829 -5.259 -0.512
28 Fe 0.350 -3.320 -0.483
29 C -1.541 -3.117 -0.994
30 C -1.388 -3.218 0.452
31 C -0.476 -2.159 0.876
32 C -0.153 -1.340 -0.293
33 C 0.629 -0.106 -0.263
34 C 0.612 0.731 -1.442
35 C 1.782 1.431 -1.794
36 C 1.792 2.280 -2.902
37 C 0.622 2.450 -3.667
38 C -0.551 1.763 -3.332
39 C -0.566 0.924 -2.204
40 C -0.729 -2.005 -1.460
41 H 1.515 -4.819 1.602
42 H 2.928 -2.762 0.461
43 H 2.516 -2.870 -2.252
44 H 0.868 -4.990 -2.762
45 H 0.264 -6.186 -0.397
46 H -2.197 -3.720 -1.638
47 H -1.930 -3.910 1.111
48 H -0.164 -1.942 1.906
49 H 1.654 -0.301 0.115
50 H 2.730 1.166 -1.294
51 H 2.725 2.769 -3.208
52 H 0.617 3.133 -4.521
53 H -1.446 1.826 -3.969
54 H -1.444 0.296 -2.014
55 H -0.597 -1.643 -2.480

Atomic forces in eV per Å
0.64 0.40 0.15
0.85 -0.91 -1.28
-2.40 -1.83 2.64
4.09 -0.20 -1.11
0.47 1.81 1.86
-0.99 2.23 -0.11
2.62 0.69 -0.75
-1.38 0.65 -0.03
1.19 -2.56 -0.42
-0.04 -0.14 -0.11
-4.68 -0.51 0.88
0.00 0.01 -0.11
-0.61 -0.46 0.59
0.25 -0.15 -0.29
-0.27 1.73 0.42
-0.90 -1.37 -0.59
-0.17 -0.18 0.06
0.12 -0.25 -0.01
-0.09 0.16 0.01
0.12 -0.08 -0.19
0.04 -0.09 0.21
-0.05 0.55 -0.16
1.02 -0.35 -0.89
0.49 -1.21 -0.61
0.56 -1.01 0.55
1.01 -0.24 0.59
1.21 0.18 -0.18
-0.45 -0.13 0.04
-0.40 0.84 0.36
-0.42 1.03 -0.48
-1.30 0.50 -0.62
-1.37 -1.05 0.82
2.26 -0.12 -0.92
-0.32 0.63 -0.66
0.25 -0.23 -0.67
-0.42 -0.18 -0.08
0.12 0.24 0.18
0.19 -0.40 0.47
0.37 -0.01 -0.72
-0.91 0.67 1.12
-0.19 0.34 -0.41
-0.49 -0.12 -0.19
-0.45 -0.14 0.47
-0.13 0.39 0.49
-0.06 0.60 0.01
0.61 0.14 0.48
0.60 0.22 -0.44
-0.11 -0.25 -0.64
-0.22 -0.18 -0.99
-0.60 0.42 -0.04
-0.41 -0.14 0.16
0.09 -0.28 0.22
0.46 0.12 0.37
0.30 0.60 0.16
-0.08 -0.39 0.39

(4)
DFT (the ωB97M-V functional and the def2-TZVPD basis) results for a 2-piece molecular cluster, C2H3N2OP overall at a distorted geometry.

Output
Molecular weight (g mol⁻¹): 102.03
E_tot (Ha): -603.90155
LUMO level (spin up / spin down) (Eh): -0.11009 / -0.10984
Relative energy (zero: lowest compared OMol25 entry of this formula, charge and spin) (kcal per mole): 125.6
Highest occupied orbital energy (spin up / spin down) (eV): -9.5 / -9.5

Geometry (Å):
1 C 0.911 -1.111 -0.230
2 C -0.056 -1.427 0.778
3 N 0.697 0.112 -0.721
4 N -0.443 0.589 -0.317
5 O -0.401 2.799 -0.176
6 P -1.234 -0.087 0.935
7 H 1.856 -1.554 -0.584
8 H -0.299 -2.279 1.279
9 H -1.031 2.957 -0.965

Atomic forces in eV per Å
-0.40 1.02 0.48
-0.89 3.22 -1.69
-1.13 0.90 -0.17
2.92 3.00 -1.26
-1.41 -3.05 -1.89
0.32 -1.88 1.18
-0.88 -0.23 0.51
0.12 -2.48 1.22
1.34 -0.49 1.61

(5)
DFT (the ωB97M-V functional and the def2-TZVPD basis) results for a 10-piece molecular cluster, C26H40Br10F4O14 overall at a distorted geometry.

Output
Molecular weight (g mol⁻¹): 1451.62
E_tot (Ha): -28207.72116
LUMO level (Eh): 0.00331
Structure (SMILES): O=C1OC[C@@H](F)O1.O=C1OC[C@@H](F)O1.O=C1OC[C@@H](F)O1.O=C1OC[C@@H](F)O1.CCOC(C)=O.BrCCBr.BrCCBr.BrCCBr.BrCCBr.BrCCBr
Highest occupied orbital energy (eV): -10.0

Geometry (Å):
1 C 1.700 1.585 -5.053
2 C 1.020 1.501 -6.423
3 O 0.418 2.788 -6.590
4 C 0.334 3.396 -5.366
5 O -0.319 4.345 -5.205
6 O 1.186 2.821 -4.499
7 F 0.042 0.550 -6.337
8 H 2.786 1.741 -5.090
9 H 1.455 0.740 -4.412
10 H 1.729 1.358 -7.211
11 C 5.894 2.530 0.533
12 C 4.912 3.355 1.409
13 O 4.405 2.364 2.313
14 C 4.647 1.164 1.866
15 O 4.133 0.185 2.283
16 O 5.486 1.165 0.710
17 F 4.008 3.970 0.654
18 H 6.901 2.630 0.947
19 H 5.861 2.856 -0.532
20 H 5.315 4.104 2.109
21 C -3.927 1.711 -4.523
22 C -4.459 0.985 -3.326
23 O -4.391 1.948 -2.298
24 C -3.525 2.993 -2.674
25 O -3.167 3.842 -1.889
26 O -3.096 2.775 -3.939
27 F -3.720 -0.102 -3.048
28 H -4.697 2.310 -5.060
29 H -3.354 1.033 -5.138
30 H -5.515 0.669 -3.431
31 C -5.294 0.752 0.853
32 C -4.247 -0.302 1.219
33 O -4.668 -1.460 0.342
34 C -5.535 -1.055 -0.550
35 O -6.123 -1.658 -1.441
36 O -5.884 0.242 -0.310
37 F -4.312 -0.840 2.484
38 H -4.643 1.612 0.568
39 H -6.006 0.993 1.638
40 H -3.268 0.082 0.940
41 Br -2.278 0.362 6.014
42 C -0.931 1.485 5.126
43 C -1.533 2.639 4.421
44 Br -0.210 3.641 3.432
45 H -0.337 0.924 4.406
46 H -0.351 1.836 6.022
47 H -1.865 3.377 5.177
48 H -2.369 2.386 3.816
49 Br -1.268 -5.794 3.323
50 C -2.763 -4.627 3.208
51 C -2.781 -3.381 4.075
52 Br -3.469 -3.732 5.918
53 H -3.667 -5.187 3.404
54 H -2.746 -4.324 2.167
55 H -3.521 -2.740 3.642
56 H -1.870 -2.828 4.025
57 Br 3.718 -0.499 -1.975
58 C 4.593 -1.822 -0.894
59 C 5.977 -2.131 -1.519
60 Br 6.756 -3.646 -0.578
61 H 3.908 -2.684 -0.766
62 H 4.741 -1.263 0.027
63 H 6.657 -1.279 -1.390
64 H 5.840 -2.505 -2.560
65 Br -1.079 -3.323 -0.662
66 C -0.666 -3.080 -2.546
67 C 0.793 -2.653 -2.737
68 Br 1.062 -2.713 -4.662
69 H -1.352 -2.260 -2.844
70 H -0.927 -3.982 -3.071
71 H 1.448 -3.321 -2.265
72 H 0.846 -1.646 -2.423
73 Br 1.178 -2.023 6.018
74 C 1.382 -2.859 4.374
75 C 2.754 -2.621 3.879
76 Br 3.188 -3.540 2.231
77 H 0.611 -2.446 3.774
78 H 1.191 -3.963 4.458
79 H 3.523 -3.010 4.538
80 H 2.957 -1.489 3.721
81 O -1.170 0.700 1.157
82 C 0.065 0.626 1.185
83 O 0.772 1.312 0.297
84 C 0.026 2.274 -0.459
85 C -0.575 1.589 -1.694
86 C 0.840 -0.265 2.162
87 H 0.713 3.085 -0.715
88 H -0.751 2.690 0.133
89 H 0.225 1.086 -2.209
90 H -1.001 2.357 -2.364
91 H -1.348 0.946 -1.366
92 H 1.547 -0.780 1.564
93 H 0.132 -0.925 2.580
94 H 1.305 0.350 2.902

Atomic forces in eV per Å
0.45 1.20 0.15
-0.24 1.28 1.32
0.44 -1.75 0.07
1.15 -0.80 -0.87
-1.02 1.57 0.83
-0.44 -0.66 0.27
0.11 0.03 -0.62
-0.24 -0.38 -0.23
-0.11 0.04 -0.05
-0.12 -0.57 -0.80
0.11 0.46 0.17
1.88 -0.29 1.16
-0.33 1.94 -0.50
0.16 -1.81 -2.49
0.33 -0.64 0.26
-1.15 0.94 1.78
-1.27 -0.13 -0.29
0.01 0.09 -0.27
-0.09 -0.46 0.83
0.29 -0.16 -0.67
-0.09 1.78 -0.06
-1.95 0.95 0.00
0.68 0.53 -0.35
0.68 -0.33 1.54
-0.81 -1.42 -1.90
-0.35 -0.30 0.47
0.71 -0.50 0.49
0.30 -1.07 0.07
0.28 0.27 -0.32
0.56 0.03 0.17
1.88 0.55 -0.07
-1.46 -1.86 -0.52
1.73 0.53 0.95
-3.05 0.15 -1.85
2.08 0.70 1.94
-0.54 0.07 -0.40
0.26 0.93 -0.85
-1.09 -0.06 0.27
-0.10 -0.10 -0.04
0.38 -0.89 0.45
0.11 0.09 -0.56
0.96 -0.10 1.25
-0.58 1.64 1.62
0.18 -0.19 -0.32
-0.06 -0.46 0.53
-0.10 -0.42 -1.27
-0.11 -0.44 -0.50
-0.40 -0.23 -0.84
0.64 -0.39 0.45
-0.62 0.68 -0.01
-0.71 -0.85 0.01
0.76 0.22 -0.91
-0.03 -0.28 -0.10
-0.22 0.19 -0.10
-0.56 0.34 -0.05
0.79 0.16 0.71
-0.42 0.42 -0.62
0.91 -0.10 0.30
-1.26 -0.57 -0.27
0.08 0.04 0.15
0.66 0.54 -0.15
-0.12 -0.56 0.28
-0.29 -0.37 -0.38
0.39 0.70 0.74
0.17 -0.08 0.19
-0.36 1.11 0.04
-2.49 -0.37 -0.92
0.35 0.16 -0.03
0.51 -0.62 -0.07
-0.01 -0.34 -0.02
1.10 -0.68 0.55
0.69 0.94 0.38
-0.22 0.74 1.79
-0.18 -2.55 -0.68
1.53 2.37 -0.49
-0.30 -0.04 -0.38
-0.40 0.17 -0.85
0.07 1.05 0.12
-0.21 0.14 0.35
-0.28 -1.99 0.14
1.50 -0.41 0.73
-2.31 -0.12 -0.02
0.88 -0.01 0.80
0.12 -0.08 -1.40
0.65 1.89 0.13
-0.91 1.60 -1.74
0.13 -0.35 -0.05
-0.62 0.29 0.67
0.16 -0.46 -0.34
0.26 -0.33 0.25
-0.72 -0.95 0.11
1.03 -0.66 -0.23
-0.71 -0.67 0.50
0.52 0.32 0.47

Question: What is the E_tot in the first record?
Answer: -306.05125 Ha

Question: Which of these has the highest molecular weight?
Answer: C26H40Br10F4O14

Question: Look up the E_tot of the fourth one.
Answer: -603.90155 Ha